[1]
The following is a quantum chemistry calculation of a structure of composition C51H39N8SiTa, from the Open Molecules 2025 dataset.

Values from the calculation:
- orbital gap (hartree) = 0.243
- total charge = +2
- F_max (eV/Å) = 0.551

XYZ file:
```
100
C51H39N8SiTa wB97M-V/def2-TZVPD
Ta -0.06495 -0.03023 0.01388
C -3.95615 -2.49662 1.92228
C -3.27838 -1.42821 1.30304
N -2.22620 -1.60000 0.54261
C -1.76693 -2.85660 0.33069
C -2.31766 -3.98186 0.97202
C -3.46327 -3.76403 1.77321
C -1.67558 -5.23494 0.82693
C -0.51497 -5.31602 0.11143
C 0.03343 -4.18308 -0.53362
C -0.60366 -2.96904 -0.48519
N -0.16051 -1.77863 -1.11918
C 0.17078 -1.81620 -2.48145
C 0.21187 -2.90541 -3.32502
C 0.49400 -2.74370 -4.69821
C 0.70828 -1.51379 -5.24794
C 0.63747 -0.36772 -4.42424
C 0.70152 0.95381 -4.92018
C 0.47335 2.00207 -4.07502
C 0.24551 1.74718 -2.71628
N 0.26248 0.52903 -2.20109
C 0.40396 -0.53343 -3.04872
H -4.83522 -2.29991 2.51910
H -3.60880 -0.40495 1.45669
H -3.93066 -4.60448 2.27074
H -2.09372 -6.10831 1.30963
H -0.00063 -6.26305 0.02148
H 0.95856 -4.29468 -1.08342
H -0.00595 -3.89700 -2.96378
H 0.51434 -3.62475 -5.32479
H 0.89150 -1.39832 -6.30742
H 0.88932 1.11894 -5.97345
H 0.47882 3.02608 -4.41860
H 0.06311 2.56986 -2.03813
C -3.73542 0.74099 -2.52864
C -2.66618 0.14149 -1.86141
N -1.99961 0.74457 -0.89076
C -2.38253 1.98729 -0.50866
C -3.44976 2.66800 -1.12205
C -4.12345 2.00643 -2.16606
C -3.80014 3.95225 -0.64052
C -3.10211 4.48104 0.40152
C -2.03760 3.78492 1.02233
C -1.65769 2.53996 0.58427
N -0.64990 1.67480 1.06889
C -0.23256 1.76908 2.41983
C 0.05904 2.89022 3.15582
C 0.41337 2.78787 4.52076
C 0.46391 1.58177 5.15499
C 0.18947 0.39951 4.42511
C 0.16012 -0.88948 4.99653
C -0.09335 -1.97301 4.19731
C -0.24287 -1.78210 2.81908
N -0.26129 -0.58881 2.25186
C -0.10414 0.50441 3.05472
H -4.23495 0.20099 -3.31954
H -2.33426 -0.85384 -2.12774
H -4.94788 2.49843 -2.66646
H -4.61960 4.48960 -1.09779
H -3.35858 5.46091 0.77986
H -1.55491 4.27131 1.84956
H 0.07363 3.86770 2.70430
H 0.63298 3.69575 5.06554
H 0.71229 1.51183 6.20533
H 0.33678 -1.00799 6.05792
H -0.12284 -2.97699 4.59439
H -0.29043 -2.64217 2.16576
N 3.62970 -2.56139 0.50611
C 3.62588 -2.13938 1.81086
C 2.53459 -1.34956 1.93490
N 1.85838 -1.28726 0.72189
C 2.57490 -2.02703 -0.11663
H 4.32085 -3.15343 0.07370
H 4.39772 -2.40451 2.50917
H 2.24276 -0.77545 2.79411
H 2.35810 -2.19831 -1.15713
C 5.61640 1.12145 2.87606
C 4.38932 1.70481 3.16704
C 3.40176 1.76494 2.19529
C 3.60560 1.22483 0.92415
C 4.85330 0.66466 0.64360
C 5.85260 0.61625 1.60635
Si 2.29804 1.24041 -0.42125
C 2.18721 3.02438 -1.01695
C 1.55800 4.01417 -0.25744
C 1.51652 5.33374 -0.68347
C 2.11212 5.69070 -1.88561
C 2.76210 4.72774 -2.64478
C 2.79756 3.40926 -2.21281
H 6.39487 1.09007 3.62651
H 4.21312 2.13434 4.14490
H 2.46271 2.24692 2.43825
H 5.06046 0.27677 -0.34827
H 6.82091 0.19770 1.36190
H 2.90782 0.46846 -1.54243
H 1.09513 3.75175 0.68459
H 1.02592 6.08683 -0.07972
H 2.08171 6.71809 -2.22259
H 3.24743 5.00642 -3.57078
H 3.30540 2.66855 -2.82146
```

[2]
The following is a quantum chemistry calculation of a structure of composition C18H29CrN2 at a distorted geometry, from the Open Molecules 2025 dataset.

Values from the calculation:
- multiplicity = 4
- orbital gap (spin up / spin down) (hartree) = 0.268 / 0.195
- total charge = +2
- F_max (eV/Å) = 3.862

XYZ file:
```
50
C18H29CrN2 wB97M-V/def2-TZVPD
C 1.39672 2.02806 -1.05942
H 2.18476 2.51141 -0.39723
H 1.93841 1.78108 -2.03019
H 1.79907 1.01270 0.49064
C 0.30214 3.09054 -1.20084
H -0.64474 2.67863 -1.57765
H 0.07939 3.49377 -0.20993
C 0.72902 4.23140 -2.10814
H -0.07341 4.93632 -2.28062
H 1.55224 4.79796 -1.69208
H 1.04666 3.86691 -3.08174
C -0.76198 -1.87833 -0.26063
C -1.38754 -0.96861 -1.16690
C -0.39103 -0.47132 -2.08007
C 0.89177 -1.07855 -1.71300
C 0.63530 -1.92204 -0.56729
C 1.59861 -2.85945 0.04883
C 2.07914 -1.18846 -2.60768
C -0.68188 0.20354 -3.37032
C -2.83249 -0.68044 -1.21131
C -1.44109 -2.66218 0.78854
Cr 0.56152 0.49700 -0.28203
H 2.98236 -1.48396 -2.05686
H 1.91232 -1.95763 -3.38255
H 2.29748 -0.24704 -3.13371
H 2.62967 -2.63087 -0.26296
H 1.56815 -2.83202 1.15300
H 1.37044 -3.89285 -0.26589
H -2.35316 -2.15821 1.15809
H -1.74637 -3.65046 0.39653
H -0.78281 -2.84347 1.65993
H -3.04978 0.20320 -1.83683
H -3.36611 -1.54755 -1.64488
H -3.25811 -0.49235 -0.20598
H 0.13797 0.85875 -3.71234
H -0.82915 -0.56242 -4.15343
H -1.60108 0.80725 -3.33024
N -0.78549 -0.12444 5.63547
C -0.48956 -0.00087 4.31549
C 0.77056 -0.37031 3.80478
C 1.02972 -0.21530 2.46866
N 0.07992 0.27948 1.62648
C -1.14102 0.64684 2.07375
C -1.46580 0.50095 3.41191
H -0.08709 -0.46191 6.29616
H -1.66489 0.15226 6.00927
H 1.54569 -0.79871 4.45256
H 2.00874 -0.43251 2.01503
H -1.82949 1.07330 1.33443
H -2.46364 0.76088 3.74315
```

[3]
The following is a quantum chemistry calculation of a structure of composition C30H26IN4PSSr at a distorted geometry, from the Open Molecules 2025 dataset.

Values from the calculation:
- orbital gap (hartree) = 0.263
- total charge = +2
- F_max (eV/Å) = 4.017

XYZ file:
```
64
C30H26IN4PSSr wB97M-V/def2-TZVPD
Sr 1.01474 0.68261 -1.15089
C 0.19320 5.48262 -1.79579
C 0.11765 4.01772 -1.48403
N 1.17579 3.35472 -1.19113
N 2.36067 3.98593 -1.24002
C 3.58545 3.36360 -1.38449
N 4.66501 4.10227 -1.32000
S 3.66928 1.71514 -1.70350
C -1.16907 3.27182 -1.51558
C -2.37114 3.99497 -1.70150
C -3.55810 3.29562 -1.69481
C -3.53040 1.89526 -1.57896
C -2.33210 1.22943 -1.51786
N -1.15926 1.93278 -1.47763
H 1.06312 5.99642 -1.41812
H -0.72096 5.94421 -1.48309
H 0.22693 5.56360 -2.90481
H 2.41194 4.96045 -1.08626
H 4.60888 5.10598 -1.16543
H 5.56715 3.66794 -1.28771
H -2.42426 5.10306 -1.70094
H -4.51833 3.79383 -1.65631
H -4.49110 1.37482 -1.63259
H -2.24409 0.12165 -1.40028
I 0.13935 1.57456 1.93774
C 0.48026 -0.05561 3.32058
C 0.61488 0.48612 4.58425
C 0.97362 -0.33661 5.65779
C 1.31695 -1.59839 5.46374
C 1.25133 -2.19029 4.17932
C 1.42154 -3.56077 4.08258
C 1.13452 -4.29237 2.94393
C 0.68631 -3.50862 1.83264
C 0.48055 -2.14106 1.86158
P -0.30108 -1.49600 0.42402
C 0.65310 -2.11991 -1.02637
C 0.19976 -2.03178 -2.39346
C 1.14768 -1.83592 -3.40142
C 2.50508 -1.85649 -3.16803
C 2.95277 -2.12105 -1.83664
C 2.03990 -2.18420 -0.80629
C -1.88045 -2.17191 0.09521
C -3.01399 -1.46693 0.54527
C -4.27729 -1.87511 0.12163
C -4.41238 -2.94615 -0.73324
C -3.24794 -3.67167 -1.21378
C -1.98783 -3.25116 -0.79612
C 0.74450 -1.44382 3.07600
H 0.35783 1.53796 4.85537
H 1.05044 0.02292 6.64539
H 1.65715 -2.24620 6.27755
H 1.91676 -4.01845 4.95592
H 1.29314 -5.40119 2.97540
H 0.45101 -4.04315 0.95996
H -0.83436 -2.06183 -2.69504
H 0.73579 -1.53031 -4.37288
H 3.20737 -1.91057 -4.02547
H 4.04124 -2.31911 -1.58801
H 2.46341 -2.25469 0.20548
H -2.90730 -0.51207 1.10733
H -5.26257 -1.51385 0.55328
H -5.37250 -3.27443 -1.05899
H -3.40945 -4.48354 -1.83584
H -1.15013 -3.85283 -1.21860
```

[4]
The following is a quantum chemistry calculation of a structure of composition C51H46F6NO2P3SZn, from the Open Molecules 2025 dataset.

Values from the calculation:
- orbital gap (hartree) = 0.285
- F_max (eV/Å) = 0.578

XYZ file:
```
111
C51H46F6NO2P3SZn wB97M-V/def2-TZVPD
Zn 0.00855 -1.24833 0.00013
O 1.42284 0.42567 -0.83344
C 1.94928 1.08500 0.04534
C 3.36080 0.56509 2.01576
C 4.67428 0.65387 2.49896
C 4.98372 0.40897 3.82229
C 3.98870 0.05825 4.72117
C 2.68410 0.00462 4.27161
C 2.33476 0.26352 2.94454
P 0.56440 0.16201 2.45745
C -0.16049 1.64437 3.24868
C -1.53209 1.83457 3.06845
C -2.16327 2.94708 3.60318
C -1.43127 3.88427 4.32308
C -0.06933 3.69582 4.51095
C 0.56468 2.58232 3.97483
C -0.10001 -1.15593 3.55987
C 0.09327 -2.47456 3.15555
C -0.37314 -3.53798 3.91159
C -1.05984 -3.29230 5.09246
C -1.25177 -1.98377 5.51408
C -0.77064 -0.92143 4.75799
H 5.47819 0.93220 1.83673
H 6.01417 0.48808 4.14606
H 4.22449 -0.17322 5.75138
H 1.89632 -0.26172 4.96700
H -2.09747 1.09801 2.50333
H -3.22736 3.08569 3.45508
H -1.92206 4.75438 4.74075
H 0.50528 4.42009 5.07562
H 1.62882 2.45056 4.12637
H 0.62545 -2.68468 2.23986
H -0.20233 -4.55262 3.57030
H -1.44660 -4.11592 5.67966
H -1.77958 -1.78176 6.43830
H -0.92233 0.09031 5.11227
C 5.75276 2.25416 -4.00433
S 5.20583 0.55644 -4.28542
C 5.18114 -0.03424 -2.57607
C 4.03944 0.55332 -1.75736
C 4.17598 0.12993 -0.30040
N 3.15478 0.69087 0.61040
P 1.28620 2.77560 0.51897
C 2.82120 3.73718 0.21295
C 3.70526 3.85116 1.28609
C 4.92588 4.49392 1.13582
C 5.25879 5.07300 -0.08183
C 4.36017 5.01409 -1.13875
C 3.15135 4.34497 -0.99616
C 0.23368 3.17340 -0.91858
C -0.79631 4.07152 -0.63848
C -1.61532 4.55518 -1.65087
C -1.41614 4.13590 -2.95684
C -0.40595 3.22496 -3.24400
C 0.41531 2.74523 -2.23504
P 1.93115 -2.50859 -0.21475
C 2.16611 -2.66662 -2.03109
C 3.25800 -3.42295 -2.47146
C 3.55940 -3.52688 -3.82105
C 2.78785 -2.85370 -4.76111
C 1.71754 -2.08048 -4.33934
C 1.40816 -1.99228 -2.98705
C 1.57409 -4.24968 0.26589
C 2.22749 -4.74903 1.39346
C 2.01328 -6.05457 1.82396
C 1.14709 -6.88051 1.12272
C 0.50319 -6.39978 -0.01216
C 0.71576 -5.09746 -0.43632
H 5.86732 2.71616 -4.98341
H 6.71417 2.26528 -3.49048
H 5.01922 2.82009 -3.43114
H 6.15636 0.17551 -2.12790
H 5.06520 -1.11726 -2.65599
H 3.10333 0.20066 -2.18328
H 4.05188 1.64659 -1.81598
H 5.13915 0.49067 0.04444
H 4.17518 -0.96222 -0.22748
H 3.43542 3.43273 2.25030
H 5.61190 4.54859 1.97181
H 6.20772 5.58065 -0.20321
H 4.59981 5.49193 -2.08098
H 2.46339 4.30411 -1.83190
H -0.95686 4.39065 0.38594
H -2.40774 5.25474 -1.41715
H -2.04671 4.51522 -3.75124
H -0.25286 2.88661 -4.26115
H 1.18612 2.02704 -2.47894
H 3.87702 -3.93426 -1.74147
H 4.40586 -4.12287 -4.14012
H 3.02198 -2.93146 -5.81550
H 1.11642 -1.54422 -5.06354
H 0.57051 -1.38022 -2.67629
H 2.91078 -4.10469 1.93559
H 2.53029 -6.42653 2.70036
H 0.97284 -7.89560 1.45723
H -0.16997 -7.04405 -0.56508
H 0.21221 -4.72904 -1.32315
C -3.45317 0.88546 -0.53544
C -2.78514 -0.46882 -0.31191
O -1.59994 -0.34144 0.36973
C -3.71374 -1.38362 0.52338
F -3.10731 -2.51158 0.90711
F -4.83030 -1.72893 -0.14254
F -4.09752 -0.74418 1.64267
C -2.54498 -1.11166 -1.70195
F -3.61320 -1.14426 -2.49735
F -2.07415 -2.37496 -1.59977
F -1.58563 -0.41043 -2.34817
H -3.77987 1.29102 0.42012
H -4.30995 0.80852 -1.20337
H -2.71131 1.56063 -0.96279
```

[5]
The following is a quantum chemistry calculation of a structure of composition C5H12NO at a distorted geometry, from the Open Molecules 2025 dataset.

Values from the calculation:
- orbital gap (hartree) = 0.225
- total charge = -1
- F_max (eV/Å) = 5.469

XYZ file:
```
19
C5H12NO wB97M-V/def2-TZVPD
C -2.89963 -1.09087 -0.61023
C -1.53845 -0.37852 -0.47936
N -1.61644 0.69506 0.48002
C 0.94760 0.45191 1.12924
C -0.32164 1.28301 0.86477
C 1.75940 0.20875 -0.11138
O 2.97872 -0.20880 -0.07649
H -2.77956 -1.69019 -1.51609
H -3.63570 -0.29152 -0.74379
H -3.05983 -1.69127 0.30110
H -0.75383 -1.15932 -0.27248
H -1.40130 -0.08922 -1.65105
H 4.47312 -2.87722 -3.37312
H 1.32188 0.07707 2.06639
H 0.88959 -0.56834 0.44955
H 4.00795 -2.29594 -3.52791
H 0.08619 2.04468 0.09981
H 1.33283 0.66473 -1.12408
H -0.67965 1.83590 1.78517
```

[6]
The following is a quantum chemistry calculation of a structure of composition C48H62Cl3N8O4S2Sc, from the Open Molecules 2025 dataset.

Values from the calculation:
- orbital gap (hartree) = 0.286
- total charge = +2
- F_max (eV/Å) = 0.757

XYZ file:
```
128
C48H62Cl3N8O4S2Sc wB97M-V/def2-TZVPD
Sc 0.09921 -0.02299 -0.25225
O 1.04001 -3.71611 -1.90536
C 0.45134 -2.72517 -1.54168
O 1.00130 -1.63081 -1.10280
C -1.06300 -2.69149 -1.51260
C -1.76510 -3.70328 -2.18772
C -3.12616 -3.68589 -2.14490
C -3.78132 -2.69000 -1.39092
C -5.19224 -2.66849 -1.26160
C -5.80121 -1.73892 -0.47357
C -5.01891 -0.78682 0.21476
C -3.65984 -0.76852 0.08877
C -2.99915 -1.71908 -0.72092
N -1.62420 -1.71402 -0.82226
H -1.19848 -4.46008 -2.70970
H -3.71248 -4.43766 -2.65881
H -5.77132 -3.41855 -1.78500
H -6.87713 -1.73613 -0.36335
H -5.50265 -0.05750 0.85132
H -3.07561 -0.03160 0.61251
Cl -1.74116 -0.77100 2.87870
C -1.08437 0.33667 4.09564
Cl -0.58117 1.88135 3.37515
H -0.21724 -0.12362 4.55520
H -1.86212 0.54342 4.82047
N -1.38727 1.55361 0.06741
S -2.04382 2.51717 -1.03873
C -3.80761 2.51686 -0.82876
C -4.38866 2.96706 0.35159
C -5.76661 2.92858 0.47052
C -6.54537 2.45602 -0.58291
C -5.95356 2.01182 -1.75440
C -4.56965 2.03648 -1.88118
C -1.68157 4.20332 -0.56850
C -2.30767 5.22755 -1.27094
C -2.00323 6.53930 -0.95117
C -1.08574 6.81775 0.05655
C -0.46626 5.78526 0.74136
C -0.75528 4.46145 0.42652
H -1.68283 1.80218 1.01078
H -3.77902 3.36380 1.15529
H -6.23819 3.28240 1.37746
H -7.62291 2.44298 -0.48758
H -6.56429 1.64905 -2.56980
H -4.09185 1.68894 -2.78875
H -3.03690 5.00804 -2.04157
H -2.48851 7.34650 -1.48261
H -0.85923 7.84489 0.30780
H 0.24385 6.00395 1.52818
H -0.25675 3.64864 0.93576
C 4.30231 -6.27231 3.40103
C 4.99805 -4.94054 3.70410
C 4.82438 -4.61890 5.19629
C 6.50441 -5.11940 3.45473
C 4.43755 -3.76432 2.81456
O 5.03698 -2.53769 3.20166
C 4.67851 -4.04647 1.31945
C 4.46191 -2.93149 0.27889
C 5.46998 -1.80650 0.26476
C 6.64644 -1.93519 -0.46352
C 7.56692 -0.89756 -0.54867
C 7.30444 0.28874 0.10862
Cl 8.43403 1.60372 -0.00072
C 6.14271 0.44599 0.85647
C 5.23556 -0.59869 0.92670
C 2.94082 -3.59570 3.14631
N 2.32691 -2.34813 2.70778
C 1.55355 -2.15529 1.65315
N 1.24588 -0.86490 1.54168
C 1.88236 -0.31132 2.61809
N 2.53181 -1.17402 3.34998
H 4.71785 -7.04659 4.04709
H 4.45555 -6.59610 2.37109
H 3.22920 -6.24022 3.60023
H 5.41551 -5.32086 5.78398
H 3.79376 -4.72906 5.53564
H 5.16241 -3.61042 5.43247
H 6.89561 -5.84703 4.16548
H 7.06739 -4.19707 3.61411
H 6.72918 -5.49887 2.45913
H 5.95685 -2.53074 2.91435
H 4.05879 -4.89870 1.03191
H 5.71152 -4.37458 1.19904
H 3.46395 -2.49777 0.34288
H 4.49518 -3.42051 -0.69744
H 6.85232 -2.86002 -0.99043
H 8.47829 -1.01165 -1.11938
H 5.96166 1.37325 1.38484
H 4.34080 -0.47403 1.52549
H 2.78753 -3.63496 4.21949
H 2.37058 -4.39525 2.67551
H 1.25264 -2.94694 0.98837
H 1.86603 0.74139 2.84145
C 3.42314 0.01311 -1.78990
N 3.76000 1.42722 -1.75902
C 4.51120 1.87864 -2.92675
C 3.29449 2.26618 -0.82911
S 1.89819 1.95759 0.13170
N 3.92731 3.43861 -0.65013
C 3.29029 4.55314 0.04136
C 5.38592 3.54241 -0.73650
H 4.31305 -0.55345 -2.06353
H 2.63697 -0.18074 -2.52129
H 3.09530 -0.32084 -0.81104
H 4.07550 1.40016 -3.80582
H 5.56294 1.59376 -2.86999
H 4.43128 2.95616 -3.03893
H 2.24670 4.63895 -0.24973
H 3.81847 5.46119 -0.24477
H 3.34785 4.43342 1.12581
H 5.82792 2.56228 -0.87456
H 5.75417 3.94043 0.21016
H 5.69673 4.21115 -1.53956
C 0.13874 1.97315 -5.56680
N 0.21910 1.85127 -4.10937
C 0.63644 3.05516 -3.39494
C -0.03712 0.72664 -3.45707
C -0.35530 -0.53760 -4.19467
O -0.01343 0.70863 -2.20065
H 0.01361 3.02613 -5.80593
H -0.71849 1.43554 -5.96061
H 1.05009 1.61415 -6.04608
H 1.56681 3.41887 -3.83366
H 0.79135 2.83075 -2.34326
H -0.12346 3.83125 -3.49836
H -0.16460 -0.49398 -5.26078
H -1.40290 -0.79364 -4.02377
H 0.25146 -1.33188 -3.76080
```